Record 1
DFT (ωB97M-V with the def2-TZVPD basis set) results for a 2-piece molecular cluster, C5H8ClNO overall at a distorted geometry.

Output
structure (SMILES) = C=C(C#N)[C@H](C)O.Cl
relative energy (zero: lowest compared OMol25 entry of this formula, charge and spin) = 323.29 kJ/mol
orbital gap = 9.400 eV
total energy = -785.40489 a.u.

Last column: Löwdin charge in e.
Cartesian coordinates (Å):
C: -1.33 1.30 0.81  0.114
H: -0.29 -1.39 2.03  0.055
O: 0.58 -1.09 -1.16  -0.047
N: 2.17 1.54 0.25  0.219
H: -0.43 1.00 -3.36  -0.141
H: -1.30 2.42 1.08  0.088
H: -2.19 0.57 1.15  0.111
C: 0.23 -1.56 1.17  -0.019
H: 1.18 -0.38 -1.39  0.011
H: 0.14 -2.61 0.93  0.090
H: 1.21 -1.13 1.22  0.080
H: -1.32 -1.11 -0.43  0.178
C: -0.21 -0.84 -0.09  -0.477
C: -0.14 0.64 0.34  -0.312
C: 1.11 1.12 0.15  -0.357
Cl: 0.59 1.54 -2.70  0.408


Record 2
DFT (ωB97M-V with the def2-TZVPD basis set) results for one molecule with the formula C5H4N2 at a distorted geometry.

Output
relative energy (zero: lowest compared OMol25 entry of this formula, charge and spin) = 370.29 kJ/mol
orbital gap (alpha / beta) = 7.171 / 7.438 eV
total energy = -302.28727 a.u.

Last column: Löwdin charge in e.
Cartesian coordinates (Å):
C: -1.16 -0.82 -1.16  -0.136
C: -1.08 0.37 -1.92  -0.272
C: 1.13 0.35 1.36  -0.125
H: 1.78 1.60 3.15  0.030
N: -0.41 -0.87 -0.04  -0.006
C: 1.48 1.00 2.32  0.124
C: 0.72 -0.19 0.12  -0.140
H: 1.21 0.11 -0.79  0.127
N: -1.02 1.42 -2.42  0.130
H: -1.86 -1.61 -1.39  0.099
H: -0.79 -1.37 0.76  0.169


Record 3
DFT (ωB97M-V with the def2-TZVPD basis set) results for C26H38CrN5O5S3Se2 as an isolated structure at a distorted geometry.

Output
total charge = +2
<S²> = 3.80
relative energy (zero: lowest compared OMol25 entry of this formula, charge and spin) = 124.60 kJ/mol
orbital gap (alpha / beta) = 6.569 / 7.427 eV
total energy = -8705.00475 a.u.
2S+1 = 4

Last column: Löwdin charge in e.
Cartesian coordinates (Å):
S: -2.91 3.52 0.14  0.858
H: 2.15 -4.36 -0.36  0.133
C: -2.75 2.11 3.92  -0.056
H: 3.33 -2.45 -2.44  0.099
H: 4.01 0.15 0.35  0.130
S: -0.42 -0.54 -0.72  0.748
O: -2.91 1.06 1.83  -0.248
C: 1.84 0.79 4.83  0.003
H: 1.35 -2.27 -3.85  0.075
H: 0.61 -3.72 -4.53  0.080
H: 3.96 -1.39 -0.50  0.093
Se: -0.71 -3.09 2.26  0.752
C: -3.84 1.98 -3.64  -0.381
H: 5.24 -0.05 -1.93  0.124
H: 2.44 2.52 -0.75  0.050
N: 1.33 -2.49 -0.57  0.032
H: 0.48 -0.48 5.92  0.119
C: -3.02 2.76 -1.34  -1.061
C: 1.02 -3.29 -3.61  -0.099
N: 2.18 -0.28 -0.54  0.040
H: -3.23 3.04 4.24  0.150
H: -4.34 1.12 -4.07  0.085
H: -1.77 2.15 -4.23  0.130
C: -2.36 1.76 -3.40  -0.211
H: -2.09 4.16 2.67  0.134
C: 1.45 0.78 2.48  -0.106
H: 3.25 -3.05 0.04  0.113
H: 3.06 1.84 3.40  0.125
O: -1.43 2.31 3.41  -0.150
H: -2.66 1.45 4.78  0.142
C: 4.22 0.32 -1.79  -0.185
C: -4.12 -3.48 -0.08  -0.009
C: 3.08 -3.45 -2.08  -0.184
C: -3.82 -1.18 0.51  -0.081
H: 1.84 0.66 -0.67  0.070
H: 1.81 -5.09 -2.72  0.114
C: 0.78 -0.08 4.96  -0.067
O: -4.82 1.29 2.99  0.155
H: -2.55 -4.76 0.66  0.115
H: 2.39 1.13 5.70  0.132
C: -3.64 1.43 2.86  -0.553
S: -4.56 2.30 -1.98  0.978
H: 4.86 2.15 -0.85  0.115
H: 2.27 2.16 -2.49  0.081
H: 0.36 4.13 -0.04  0.134
C: -2.93 -3.75 0.58  -0.073
H: -4.18 -0.16 0.53  0.113
H: -4.69 -4.27 -0.55  0.129
H: 2.81 -4.38 -3.97  0.114
Cr: -1.34 0.29 1.41  0.717
C: -2.25 -2.71 1.16  -0.665
H: 3.64 0.01 -2.66  0.116
H: -4.04 2.86 -4.25  0.087
C: 2.49 -3.37 -0.67  -0.150
C: -0.70 3.24 1.29  -0.589
H: 3.09 3.62 -1.95  0.084
C: 2.21 1.20 3.55  -0.006
H: -5.52 -1.91 -0.55  0.126
H: 0.44 -2.95 -0.69  0.097
H: 0.20 -3.23 -2.89  0.052
N: 0.36 0.00 2.60  -0.070
C: -4.58 -2.17 -0.09  -0.003
C: 2.93 2.57 -1.73  -0.104
H: 4.84 2.18 -2.61  0.117
H: 4.01 -4.02 -2.00  0.125
C: 3.64 -0.36 -0.54  -0.142
N: -2.03 2.48 -2.18  -0.044
C: -1.21 3.51 2.70  -0.104
H: 1.69 1.10 1.48  0.094
C: 2.19 -4.14 -3.12  -0.236
H: -0.40 4.06 3.21  0.159
C: 4.28 1.85 -1.73  -0.236
Se: -1.32 -1.76 4.03  0.809
C: 0.08 -0.46 3.83  -0.637
O: -0.08 4.31 0.80  0.121
O: -0.38 2.09 0.90  -0.156
C: 1.22 -1.18 -0.58  -0.685
H: -1.06 2.62 -1.92  0.129
N: -2.65 -1.43 1.11  -0.111
H: -2.12 0.69 -3.27  0.106


Record 4
DFT (ωB97M-V with the def2-TZVPD basis set) results for a 2-piece molecular cluster, C65H80N5O2 overall at a distorted geometry.

Output
total charge = +1
orbital gap = 3.985 eV
total energy = -2948.74432 a.u.

Last column: Löwdin charge in e.
Cartesian coordinates (Å):
C: -0.26 5.39 -1.01  -0.132
H: -2.31 -6.46 -3.63  0.114
H: -4.56 -1.95 6.29  0.135
H: -3.75 -1.46 -1.21  0.087
C: 2.78 7.85 -2.63  -0.158
H: 3.44 4.92 0.15  0.133
H: -4.68 -0.27 6.79  0.138
C: 3.41 -0.05 1.89  -0.058
C: -1.04 -1.29 8.11  -0.158
C: 3.37 0.45 -1.83  -0.513
C: -0.81 7.01 -3.33  -0.155
H: -2.23 4.63 -1.27  0.122
H: 2.33 2.33 -1.34  0.077
H: 6.27 -4.53 1.97  0.094
H: 1.26 0.45 -2.34  0.074
C: 4.42 -3.65 1.28  -0.532
H: 4.91 -0.96 -2.49  0.064
C: 0.12 -4.22 1.05  -0.209
H: 3.63 5.87 -2.79  0.132
C: 1.64 -6.43 -2.44  -0.051
H: -0.63 -6.72 -5.03  0.084
C: 2.96 0.39 0.65  -0.033
H: -0.80 -2.67 2.29  0.113
H: 4.05 2.31 -0.84  0.089
C: 4.37 -4.64 0.13  -0.046
C: 0.08 1.02 3.95  -0.204
H: -1.67 1.76 2.88  0.118
H: 2.06 1.83 3.67  0.117
H: -0.67 -7.74 -1.50  0.076
C: 5.89 -3.53 1.71  -0.047
C: -2.80 -1.27 -0.69  -0.064
H: 2.72 3.46 1.94  0.136
O: -3.37 -7.06 0.09  0.027
H: -3.18 -1.46 8.32  0.133
H: -2.74 -0.19 -0.51  0.081
H: -0.72 7.09 -4.42  0.133
C: 3.63 -4.23 2.47  -0.039
C: 3.90 -1.34 2.03  -0.042
H: 2.20 -0.79 -3.21  0.054
H: 2.25 -5.64 -2.89  0.067
H: 3.60 2.50 -2.53  0.094
H: -2.82 -1.75 0.30  0.082
H: -0.76 -2.01 8.88  0.121
C: -3.08 -5.09 -2.17  -0.047
C: 1.51 7.66 -3.44  -0.155
H: 1.76 7.21 -4.41  0.138
C: 2.13 5.86 -1.27  -0.139
H: 1.42 -3.59 -4.03  0.131
C: 1.14 -3.34 0.52  -0.060
C: -2.25 0.50 4.48  -0.135
C: -0.72 -5.35 -2.64  -0.080
H: -4.09 -5.48 -2.19  0.122
H: 1.06 8.64 -3.66  0.133
C: -1.55 -3.30 -1.60  -0.063
C: 0.25 -6.49 -3.04  -0.527
C: -1.58 -1.73 -1.51  -0.500
H: -2.44 -2.74 7.37  0.140
C: 0.76 2.61 2.17  -0.091
C: -1.67 5.55 -1.48  -0.141
H: -4.07 1.56 4.83  0.135
H: -0.24 2.57 1.74  0.097
C: 0.13 -5.61 0.77  -0.014
C: 0.01 -1.27 7.01  -0.141
H: 0.24 -2.30 6.69  0.134
H: 6.49 -3.12 0.89  0.094
C: 1.60 -3.34 -0.78  -0.215
H: 2.14 -7.38 -2.64  0.095
H: 2.55 -4.21 2.27  0.064
C: -2.41 -1.65 7.57  -0.154
H: 3.56 8.25 -3.29  0.121
C: -2.16 -5.67 1.44  -0.181
H: -0.26 -1.47 0.19  0.072
H: -1.72 -0.08 -2.92  0.088
C: -2.07 -5.67 -2.92  -0.034
H: -1.08 -0.30 8.59  0.125
H: -2.16 6.36 -0.90  0.133
C: -0.44 -0.47 5.83  -0.136
C: -1.76 5.88 -2.96  -0.160
C: -1.67 -1.18 -2.94  -0.029
C: 3.41 -1.76 -0.31  -0.070
C: -0.91 -3.68 1.88  -0.025
H: 0.54 -1.24 -1.39  0.057
H: 4.27 -1.67 3.00  0.110
C: 0.35 -6.55 -4.57  -0.038
H: 4.77 -5.60 0.49  0.095
C: 0.79 6.05 -1.71  -0.073
C: -2.77 -3.96 -1.42  -0.044
H: -5.58 -0.33 4.60  0.122
C: 2.86 -2.80 -2.56  -0.062
C: 3.90 -2.22 0.94  -0.102
H: -2.56 -1.56 -3.45  0.093
N: 0.91 -3.65 -1.93  0.052
C: -3.71 0.70 4.25  -0.139
C: 1.04 1.80 3.26  0.000
C: -1.83 -0.32 5.57  -0.074
C: 0.03 4.61 0.10  0.041
H: 5.52 0.55 -1.82  0.097
N: 2.76 -2.69 -1.18  0.037
C: 0.48 0.14 5.00  0.038
H: 3.93 -5.27 2.64  0.094
C: 4.73 0.11 -2.44  -0.030
H: 3.72 -2.46 -3.11  0.121
C: 1.37 4.37 0.52  -0.220
H: 3.42 0.64 2.73  0.087
C: 3.25 6.54 -2.00  -0.141
H: -3.89 0.94 3.20  0.121
C: 2.23 0.23 -2.81  -0.052
H: 6.00 -2.88 2.58  0.078
C: 3.22 -0.35 -0.50  -0.056
H: 4.96 -4.31 -0.72  0.095
H: -2.77 6.17 -3.23  0.121
C: -1.31 1.13 3.69  0.044
H: -0.81 4.17 0.64  0.120
H: -2.92 -4.05 2.64  0.113
H: 4.82 0.53 -3.46  0.096
H: 3.34 -4.83 -0.18  0.062
H: -1.11 -7.39 0.66  0.115
C: 3.34 1.98 -1.60  -0.078
C: -4.17 -0.94 6.08  -0.154
H: 2.61 8.59 -1.84  0.125
H: 2.47 1.36 0.58  0.079
N: 0.52 6.85 -2.78  -0.055
H: -1.23 7.96 -2.98  0.139
C: -4.51 -0.54 4.66  -0.156
C: -0.39 -1.09 -0.83  -0.060
H: 1.55 -2.58 1.19  0.118
N: -2.75 -0.93 6.36  -0.051
H: -1.23 -8.12 -3.13  0.081
H: 0.75 -5.62 -4.97  0.076
H: 0.38 -8.63 -2.63  0.089
H: 1.03 -7.37 -4.86  0.096
O: -4.43 -5.42 1.11  0.032
H: 4.07 6.73 -1.30  0.124
C: 2.40 5.05 -0.18  0.019
H: -4.29 -1.36 3.97  0.121
H: 2.33 0.90 -3.68  0.096
H: 1.05 -6.08 0.42  0.105
H: -3.56 -3.55 -0.78  0.104
C: 1.73 -3.37 -3.02  -0.050
H: 1.55 -0.01 5.18  0.133
C: -2.06 -4.42 2.08  -0.005
H: -0.54 0.00 -0.75  0.088
H: 1.59 -6.30 -1.36  0.059
H: 0.95 -0.84 7.39  0.123
C: -1.02 -6.35 0.95  0.011
N: -3.40 -6.08 0.87  -0.331
H: -0.80 -1.48 -3.53  0.083
H: 3.82 -3.66 3.39  0.078
C: -0.36 -7.82 -2.55  -0.042
H: -1.51 4.98 -3.55  0.124
C: 1.69 3.47 1.57  -0.002
C: -0.45 -4.11 -2.03  -0.076


Record 5
DFT (ωB97M-V with the def2-TZVPD basis set) results for C4H2O5Yb as an isolated structure at a distorted geometry.

Output
total charge = +2
orbital gap = 6.809 eV
total energy = -1687.82268 a.u.

Last column: Löwdin charge in e.
Cartesian coordinates (Å):
O: -3.45 -2.00 -0.61  0.286
Yb: 2.17 0.65 0.25  1.788
O: 4.36 -0.24 0.12  0.032
C: 5.46 -0.63 -0.01  -0.315
O: 6.51 -1.05 -0.15  0.360
C: -3.29 0.13 0.55  0.081
C: -1.22 1.05 -0.38  -0.306
H: -1.93 1.71 -0.89  0.181
O: -1.70 0.09 0.35  -0.021
C: -3.23 -0.89 -0.34  -0.123
O: -0.01 1.21 -0.46  -0.104
H: -3.67 -0.03 1.56  0.140


Record 6
DFT (ωB97M-V with the def2-TZVPD basis set) results for one molecule with the formula C8H11NOS at a distorted geometry.

Output
structure (SMILES) = Cc1ncsc1[C@@]1(O)C[C@@H]1C
relative energy (zero: lowest compared OMol25 entry of this formula, charge and spin) = 214.55 kJ/mol
orbital gap = 9.032 eV
total energy = -839.53313 a.u.

Last column: Löwdin charge in e.
Cartesian coordinates (Å):
C: -1.40 -0.67 -0.54  -0.223
H: 0.99 2.28 -1.15  0.074
H: -0.81 -0.88 -1.49  0.158
C: -0.63 -0.03 0.69  -0.454
S: 1.73 -0.80 1.90  1.062
H: -2.26 -2.60 -0.12  0.109
C: 1.47 1.40 -1.48  -0.029
H: -3.12 -1.25 0.84  0.074
H: -3.36 -1.51 -1.07  0.079
C: 3.21 -0.39 1.07  -0.462
H: -0.95 1.44 -0.90  0.050
C: 1.77 0.49 -0.36  -0.354
H: 0.95 0.73 -2.09  0.068
C: -2.69 -1.47 -0.16  -0.073
N: 3.10 0.30 -0.02  0.029
H: -2.31 1.24 0.43  0.153
C: 0.89 -0.04 0.58  -0.386
C: -1.50 0.81 -0.27  -0.050
O: -1.09 -0.18 2.00  -0.014
H: -0.45 0.23 2.56  0.051
H: 4.09 -0.85 1.51  0.064
H: 2.38 1.74 -1.92  0.075


Record 7
DFT (ωB97M-V with the def2-TZVPD basis set) results for C48H33F3N3O6SSb2Se4Y as an isolated structure at a distorted geometry.

Output
total charge = -2
relative energy (zero: lowest compared OMol25 entry of this formula, charge and spin) = 331.05 kJ/mol
orbital gap = 5.729 eV
total energy = -13287.26914 a.u.

Last column: Löwdin charge in e.
Cartesian coordinates (Å):
C: -0.74 -1.40 2.71  -0.444
C: 0.61 -1.44 -4.07  -0.338
C: 0.48 1.96 -2.60  -0.294
S: -0.50 1.03 -4.75  0.969
H: -4.03 7.06 0.48  0.111
C: -4.51 2.04 1.18  -0.114
C: 4.97 5.21 1.51  -0.109
H: 5.55 4.53 3.47  0.109
H: 1.33 6.46 2.32  0.114
C: -4.25 1.13 3.80  -0.015
Se: 3.66 -4.68 1.83  -0.162
C: -2.53 4.11 -0.33  -0.381
C: 1.66 -0.99 3.12  -0.093
C: -5.64 1.70 1.91  -0.016
H: -2.84 -1.81 2.56  0.110
C: 4.26 3.13 2.50  -0.293
C: -3.65 6.24 -0.12  -0.020
N: -0.28 -2.40 -3.77  0.129
H: -0.56 3.34 -3.98  0.047
F: -4.45 7.31 -2.05  0.029
O: -3.18 1.14 -1.73  -0.023
H: 4.23 5.63 -0.47  0.089
H: 0.83 2.68 -1.86  0.065
H: -7.16 -3.52 -1.10  0.093
H: -0.54 -4.73 4.74  0.085
C: -0.22 2.35 -3.71  -0.478
H: 2.39 -0.93 3.93  0.129
H: 2.49 -0.91 -4.92  0.112
C: -3.82 6.25 -1.49  -0.289
C: -3.38 5.23 -2.30  -0.005
C: 1.24 -4.03 -4.64  -0.122
H: 1.47 -5.08 -4.79  0.072
C: -5.56 -0.54 -1.38  -0.251
H: -4.80 -4.33 -1.16  0.095
H: 5.54 6.13 1.58  0.091
C: -5.02 -3.27 -1.22  -0.093
C: 2.66 1.62 1.24  -0.459
H: -2.71 -3.93 3.85  0.091
H: 1.50 -3.36 4.38  0.097
C: 0.98 5.46 2.51  -0.018
C: -5.49 1.27 3.21  -0.288
C: -3.24 1.93 1.75  -0.326
H: 3.73 1.52 3.31  0.061
Sb: 2.51 -4.32 -0.20  -0.156
C: 0.32 -0.04 -3.65  -0.565
C: 1.08 3.48 3.90  -0.009
C: -3.00 5.16 0.46  -0.121
H: -2.87 5.13 1.53  0.107
C: -0.60 -3.79 4.21  -0.122
H: -0.67 -4.41 -3.74  0.102
C: 3.52 3.75 0.29  -0.026
C: -0.33 3.50 1.92  -0.348
F: 2.31 5.41 4.46  0.041
H: -6.63 1.77 1.47  0.110
C: 0.09 4.81 1.67  -0.120
H: -6.82 0.87 -1.41  0.098
H: -3.55 5.27 -3.37  0.116
C: 0.05 -3.66 -4.04  -0.165
C: 1.82 -1.73 -4.70  -0.036
O: 1.92 1.51 0.21  -0.194
C: 0.82 0.56 -2.53  -0.282
H: -7.62 -1.11 -1.24  0.103
C: 0.53 -3.02 4.01  -0.072
C: -1.90 -2.16 2.99  -0.038
C: 1.45 4.78 3.62  -0.288
Sb: -1.57 2.45 0.52  1.609
C: -3.12 1.46 3.05  -0.105
H: -2.41 3.31 -2.32  0.072
N: 2.74 0.77 2.23  0.041
H: -0.04 1.80 3.21  0.084
H: -4.62 2.35 0.15  0.088
C: -3.02 -0.05 -1.47  -0.591
H: -2.15 1.31 3.50  0.086
O: -1.92 -0.63 -1.20  -0.189
C: 2.14 -3.04 -4.99  -0.083
Se: 0.22 -3.00 -0.01  0.215
C: -1.81 -3.34 3.70  -0.113
H: -2.96 -2.66 -1.35  0.105
C: -2.73 4.15 -1.71  -0.100
H: 1.51 2.97 4.75  0.122
C: -6.60 -1.47 -1.27  -0.045
N: 1.78 -0.21 2.11  -0.040
H: -0.27 5.34 0.79  0.093
O: 4.30 2.31 3.56  0.026
C: -4.00 -2.35 -1.32  -0.010
O: -0.79 -0.35 1.93  -0.304
O: -5.86 0.79 -1.46  0.046
C: 3.51 2.84 1.35  -0.073
H: -4.17 0.76 4.81  0.115
Se: 2.47 -1.77 -0.68  0.196
H: 3.09 -3.29 -5.45  0.099
C: -6.33 -2.82 -1.19  -0.108
Se: 2.43 -6.05 -1.81  -0.128
Y: 0.16 -0.07 -0.17  1.047
F: -6.60 0.95 3.93  0.026
C: 4.99 4.32 2.57  -0.035
C: 0.19 2.84 3.04  -0.115
C: 4.24 4.93 0.36  -0.109
H: 2.93 3.50 -0.58  0.108
C: -4.23 -0.98 -1.40  -0.040
C: 0.48 -1.83 3.28  -0.193


Record 8
DFT (ωB97M-V with the def2-TZVPD basis set) results for a 15-piece molecular cluster, C4H35NO16 overall at a distorted geometry.

Output
total charge = +1
<S²> = 0.76
relative energy (zero: lowest compared OMol25 entry of this formula, charge and spin) = 0.00 kJ/mol
orbital gap (alpha / beta) = 8.788 / 4.448 eV
total energy = -1431.62422 a.u.
2S+1 = 2

Last column: Löwdin charge in e.
Cartesian coordinates (Å):
C: -1.97 3.05 -2.47  -0.122
H: -3.46 0.73 -2.12  0.124
H: -0.44 -3.93 2.85  0.059
H: -1.08 -1.91 -0.25  0.013
C: -2.79 0.50 -1.22  0.050
H: 2.89 -2.84 0.18  0.058
O: 1.16 -3.38 -1.65  -0.052
H: -2.20 1.59 -4.14  0.152
N: -0.74 1.03 -2.67  0.185
H: -3.44 -3.46 0.55  0.041
H: 4.15 2.38 0.23  0.030
H: 4.46 -0.33 2.40  0.078
H: 3.75 -1.16 1.17  0.013
H: 2.70 -2.22 -1.20  0.042
O: -3.74 -1.07 1.61  -0.051
H: -2.93 -0.59 1.88  0.031
H: -0.22 -1.42 4.62  0.035
O: 1.64 0.28 1.71  -0.073
H: 3.49 -0.23 -0.54  0.012
O: -3.14 3.06 -2.29  0.210
O: 0.49 3.30 -1.46  -0.049
H: -1.32 3.76 -2.02  0.137
H: 1.33 0.02 2.57  0.054
H: 2.13 0.33 -0.05  0.009
H: 0.99 2.93 1.25  0.087
H: 0.62 -2.41 3.87  -0.007
H: 0.16 3.22 -0.54  0.032
H: -4.33 -0.56 1.04  0.065
O: -0.54 0.09 -0.70  0.096
H: -3.27 -2.04 0.27  -0.034
O: -1.76 0.84 2.33  -0.037
H: -1.19 0.73 1.58  -0.012
H: 0.68 1.52 1.08  0.001
H: 0.15 -1.41 0.33  0.013
O: 3.70 2.64 -0.58  -0.080
H: -3.01 -0.46 -0.75  0.071
H: 0.84 -3.66 2.20  0.069
H: 0.88 -2.94 -0.84  -0.011
O: -0.37 -2.21 0.32  -0.038
H: 0.27 1.22 -2.68  0.166
O: -3.24 -2.91 -0.21  -0.081
O: 4.07 -0.34 1.53  -0.032
H: 1.36 2.99 -1.68  0.054
H: 3.71 1.74 -1.00  0.020
O: 0.69 -1.51 4.30  -0.086
O: 0.49 -3.90 3.09  -0.034
H: -0.70 2.39 -4.31  0.157
O: 2.68 0.18 -0.84  -0.082
H: 2.55 0.62 1.90  0.077
H: 0.37 -3.32 -2.19  0.044
H: -3.06 1.40 -0.63  0.111
C: -1.32 0.59 -1.48  -0.419
O: 0.20 2.39 1.03  -0.084
C: -1.39 2.02 -3.53  -0.025
O: 3.21 -2.14 -0.38  -0.055
H: -1.31 1.53 2.85  0.067